Density functional theory data (the ωB97M-V functional and the def2-TZVPD basis) for 3 unconnected molecules or ions with the total composition C38H74FN6O7 at a distorted geometry.

Each line ends with the Mulliken spin population.
Positions of all 126 atoms, in Å:
F -6.182112 2.382082 -3.820993  0.000
O -7.713716 -1.935756 0.105380  0.000
O 1.362664 4.932964 -3.399909  0.000
O -4.983669 1.471156 -1.452647  0.000
O 7.293309 -3.619371 3.312765  0.564
O 3.082102 -0.006101 -0.442070  0.568
O -5.702368 -2.797351 -0.320793  0.000
O -6.887322 0.778628 -0.655471  0.000
N -10.066854 7.523090 -1.664765  0.000
N 7.897343 -4.345663 4.233041  0.346
N -8.596365 6.319220 -3.106990  0.000
N 3.686981 -0.732728 0.477330  0.341
N -10.861890 5.591660 -2.918736  0.000
N -7.000920 1.266456 -3.887062  0.000
C 6.190157 -3.970911 6.042119  0.020
C 2.632668 -1.368748 1.321499  0.041
C -2.758278 -0.261038 -2.849227  0.000
C 1.241930 6.325621 -3.120497  0.000
C 6.842839 -4.975206 5.081550  0.033
C 7.209989 -3.177046 6.851892  -0.021
C 1.309975 4.227871 -2.145932  0.001
C 8.230077 -2.511044 5.933131  0.018
C -10.330472 3.293576 -3.797150  0.000
C -8.804108 3.045028 -4.122187  0.000
C 9.722168 -2.628861 3.949050  -0.006
C -5.228800 -0.426011 -3.772769  0.000
C 0.541086 1.726979 -2.470403  -0.004
C 5.746665 -5.643397 4.235283  -0.002
C -2.233547 0.111697 -4.295294  0.000
C -6.727409 -2.369632 -0.770177  0.000
C -6.098607 0.854950 -1.626631  0.000
C 4.673744 0.139964 1.179198  0.007
C 2.988911 0.425401 3.097660  -0.020
C 1.540718 -2.038531 0.470685  -0.016
C 5.719214 -0.749565 1.899515  0.039
C -10.683062 4.799163 -4.163170  0.000
C 5.506241 0.991930 0.203908  -0.008
C -6.476572 0.166977 -2.995944  0.000
C -9.777833 6.440972 -2.632592  0.000
C -7.587521 -0.912881 -2.771230  0.000
C 3.229325 -2.538749 2.137173  0.015
C -0.657181 0.205917 -4.276667  0.000
C 9.935529 -4.364499 5.650447  0.007
C 1.736442 2.738755 -2.386775  -0.010
C -4.119293 -1.037292 -2.845722  0.000
C -0.129641 1.649323 -3.902259  0.000
C 7.436212 -6.144521 5.899031  0.003
C -8.404473 1.604916 -3.597085  0.000
C 1.973729 -0.369700 2.283327  0.012
C 4.009040 1.097860 2.183564  0.013
C 8.889440 -3.473949 4.930000  0.029
C -7.067391 -2.317059 -2.299278  0.000
H -8.111349 -1.085373 -3.752842  0.000
H -0.226655 -0.498833 -3.524633  0.000
H 5.149696 -4.920006 3.676644  -0.001
H 0.975262 0.709650 -2.279820  0.006
H 3.903620 -2.224311 2.931695  -0.001
H 2.056667 4.696309 -1.443233  0.000
H 5.802428 -1.730535 1.428265  -0.013
H -0.928946 2.429684 -3.958584  0.000
H 7.722871 -1.705915 5.389487  0.003
H 7.711129 -3.824088 7.577534  0.000
H 1.353588 6.868023 -4.087940  0.000
H 2.435078 -3.100757 2.634018  0.000
H 3.764775 -3.234683 1.487677  -0.007
H 5.565058 -3.268229 5.478587  0.002
H -7.971126 -2.639414 0.720557  0.000
H 10.216646 -3.257945 3.205083  0.001
H 3.500640 1.903168 1.641178  0.005
H 5.513752 -4.492825 6.725699  0.002
H -0.205612 -0.058907 -5.270688  0.000
H 6.276830 1.542611 0.747979  0.001
H -1.994038 -0.981634 -2.435479  0.000
H 2.383078 2.448143 -1.513695  0.015
H 0.299846 4.306276 -1.673331  0.000
H 8.112918 -5.830174 6.690721  0.001
H 4.775454 1.582722 2.796071  0.003
H 8.999378 -2.026820 6.541917  0.002
H -8.734424 3.029316 -5.244209  0.000
H -8.670576 1.582683 -2.510515  0.000
H 0.238458 6.540706 -2.670672  0.000
H -4.432918 -1.207325 -1.792308  0.000
H -10.426873 3.215377 -2.685220  0.000
H 2.412371 2.692075 -3.279703  0.000
H -5.646884 -1.271020 -4.389717  0.000
H 9.716707 -4.503266 6.709880  0.001
H -9.965470 5.237672 -4.891441  0.000
H -11.687397 4.768686 -4.666591  0.000
H 6.174492 -6.354347 3.524026  0.001
H -2.594325 1.157710 -4.484839  0.000
H 3.490908 -0.222417 3.822634  0.000
H 10.936661 -3.931719 5.603571  0.001
H 0.657733 1.972949 -4.634132  0.000
H -8.050718 7.084082 -2.702069  0.000
H -11.707651 6.154507 -3.014623  0.000
H -6.244265 -2.738619 -2.917045  0.000
H 1.973113 -2.745829 -0.241724  0.001
H 2.468160 1.187981 3.683140  0.002
H -9.482183 7.285585 -0.857388  0.000
H -3.886002 -2.061627 -3.259286  0.000
H -8.374465 -0.605376 -2.040576  0.000
H -8.176091 3.841091 -3.673649  0.000
H 6.641361 -6.701997 6.399374  0.000
H -0.247959 1.981268 -1.722852  0.000
H -11.002476 2.556913 -4.299115  0.000
H 7.967241 -6.844336 5.250348  -0.006
H 10.496148 -2.078881 4.488609  0.000
H -9.745813 8.418706 -2.029059  0.000
H 6.005104 0.367400 -0.541068  0.000
H -2.735877 0.624331 -2.177335  0.000
H 5.051309 -6.190993 4.874601  0.000
H 1.297739 -0.896040 2.963670  0.002
H 10.014172 -5.347107 5.181129  -0.009
H -4.875228 0.354582 -4.478076  0.000
H -9.026623 0.901216 -4.208975  0.000
H 9.123888 -1.881129 3.426495  0.002
H 5.496488 -0.892303 2.957833  -0.001
H 6.720948 -0.316545 1.859154  0.002
H 6.693333 -2.410950 7.436150  0.002
H 1.347434 0.331905 1.720599  0.005
H -2.632845 -0.561960 -5.087294  0.000
H -7.925893 -3.037816 -2.408757  0.000
H 2.024228 6.679129 -2.394733  0.000
H 0.942184 -1.316165 -0.087058  0.006
H 4.906800 1.739741 -0.317688  0.001
H 0.845892 -2.590529 1.106514  0.000

Atoms 1-6, force components in eV/Å:
F 0.181 0.508 0.517
O -0.692 -0.317 -1.157
O -0.075 0.618 1.232
O -1.089 -1.214 -2.068
O 0.661 -0.918 0.055
O 0.695 -0.918 0.048

The expectation value of S² is 2.008. As for the orbital gap (alpha / beta): 5.470 / 4.822 eV. Its spin multiplicity is 3. For the HOMO energy (alpha / beta), the calculation gives -3.84 / -3.84 eV. Its charge is -1.